Entry 1:
The following is a quantum chemistry calculation of a 22-piece molecular cluster, C44H132O44 overall at a distorted geometry, from the OMol25 dataset.

Each line ends with the Löwdin charge.
Element x y z (Å)
C (8.780, 1.148, -1.345)  -0.20
C (7.262, 1.314, -1.714)  -0.22
O (6.352, 0.657, -0.797)  -0.07
O (9.210, 1.771, -0.080)  -0.09
H (9.429, 1.532, -2.132)  0.11
H (8.999, 0.081, -1.294)  0.11
H (7.369, 0.930, -2.728)  0.10
H (7.034, 2.374, -1.834)  0.12
H (5.446, 0.768, -1.097)  0.02
H (9.809, 1.137, 0.322)  0.07
C (2.989, -0.836, -3.570)  -0.19
C (3.615, 0.449, -2.944)  -0.16
O (3.703, 0.442, -1.497)  -0.10
O (3.986, -1.901, -3.539)  -0.08
H (2.639, -0.753, -4.598)  0.10
H (2.089, -1.145, -3.038)  0.09
H (2.882, 1.202, -3.234)  0.12
H (4.579, 0.730, -3.367)  0.12
H (2.810, 0.359, -1.154)  0.03
H (4.521, -1.771, -4.326)  0.09
C (-2.913, 5.018, 4.392)  -0.21
C (-2.292, 4.053, 3.345)  -0.30
O (-1.168, 4.536, 2.860)  -0.05
O (-2.136, 4.985, 5.579)  -0.06
H (-3.937, 4.673, 4.538)  0.12
H (-2.828, 5.984, 3.895)  0.12
H (-2.956, 3.913, 2.492)  0.11
H (-2.094, 3.094, 3.823)  0.12
H (-0.482, 4.384, 3.513)  0.06
H (-1.254, 5.254, 5.313)  0.03
C (-1.430, -1.506, -6.739)  -0.23
C (-0.119, -0.775, -7.064)  -0.22
O (0.440, -0.107, -5.948)  -0.09
O (-2.562, -0.658, -6.834)  -0.05
H (-1.307, -1.934, -5.744)  0.09
H (-1.530, -2.367, -7.400)  0.13
H (-0.412, -0.055, -7.828)  0.12
H (0.621, -1.431, -7.521)  0.12
H (1.240, 0.309, -6.278)  0.10
H (-2.258, 0.053, -6.265)  0.03
C (-7.029, 3.065, -3.538)  -0.23
C (-5.597, 3.032, -3.048)  -0.21
O (-5.540, 3.054, -1.628)  -0.09
O (-7.536, 1.749, -3.548)  -0.09
H (-7.072, 3.394, -4.576)  0.12
H (-7.832, 3.501, -2.943)  0.12
H (-5.197, 4.024, -3.253)  0.11
H (-5.037, 2.186, -3.448)  0.12
H (-5.288, 2.195, -1.283)  0.03
H (-7.594, 1.382, -2.663)  0.08
C (1.883, 4.905, 4.839)  -0.22
C (1.802, 3.333, 4.748)  -0.20
O (1.170, 2.832, 3.613)  -0.08
O (0.671, 5.521, 5.046)  -0.07
H (2.234, 5.327, 3.898)  0.11
H (2.607, 5.344, 5.525)  0.12
H (1.251, 2.965, 5.614)  0.12
H (2.799, 2.895, 4.722)  0.12
H (1.496, 1.934, 3.510)  0.04
H (0.966, 6.359, 5.409)  0.11
C (-4.108, 0.616, 0.295)  -0.23
C (-3.844, -0.712, 1.064)  -0.19
O (-5.157, -1.270, 1.371)  -0.08
O (-4.599, 0.409, -1.009)  -0.07
H (-3.073, 0.956, 0.259)  0.11
H (-4.748, 1.213, 0.944)  0.13
H (-3.441, -0.386, 2.022)  0.10
H (-3.115, -1.361, 0.580)  0.11
H (-5.220, -2.194, 1.119)  0.04
H (-5.363, -0.150, -0.850)  0.10
C (-3.341, -0.830, 5.869)  -0.19
C (-2.363, 0.168, 5.231)  -0.23
O (-1.131, 0.441, 5.898)  -0.06
O (-3.734, -0.282, 7.167)  -0.07
H (-2.966, -1.823, 6.116)  0.11
H (-4.205, -0.897, 5.208)  0.11
H (-2.852, 1.133, 5.101)  0.11
H (-2.187, -0.135, 4.199)  0.10
H (-1.302, 1.024, 6.641)  0.10
H (-4.394, 0.377, 6.937)  0.08
C (-1.620, 5.084, -6.048)  -0.22
C (-0.677, 4.079, -5.353)  -0.26
O (-1.093, 3.792, -4.086)  -0.05
O (-1.347, 6.403, -5.587)  -0.08
H (-2.690, 4.936, -5.905)  0.12
H (-1.473, 5.097, -7.128)  0.11
H (0.336, 4.433, -5.547)  0.13
H (-0.678, 3.166, -5.947)  0.11
H (-0.701, 4.436, -3.491)  0.04
H (-2.081, 6.947, -5.880)  0.08
C (3.515, 0.861, 2.196)  -0.16
C (4.470, -0.304, 2.018)  -0.19
O (3.849, -1.360, 1.319)  -0.08
O (2.492, 0.447, 3.153)  -0.10
H (3.017, 1.258, 1.312)  0.10
H (4.155, 1.714, 2.421)  0.13
H (4.824, -0.676, 2.979)  0.13
H (5.259, -0.110, 1.292)  0.11
H (4.201, -1.408, 0.427)  0.08
H (1.982, -0.271, 2.768)  0.06
C (2.156, -4.506, -0.817)  -0.18
C (3.290, -4.666, 0.204)  -0.22
O (2.991, -4.226, 1.510)  -0.08
O (2.040, -3.172, -1.343)  -0.09
H (1.194, -4.839, -0.428)  0.12
H (2.270, -5.159, -1.682)  0.12
H (4.149, -4.090, -0.140)  0.13
H (3.558, -5.721, 0.241)  0.12
H (2.902, -3.275, 1.409)  0.06
H (2.821, -2.918, -1.840)  0.06
C (4.638, -4.315, 4.713)  -0.19
C (4.722, -5.696, 3.938)  -0.26
O (5.112, -5.495, 2.640)  -0.07
O (5.988, -3.811, 4.877)  -0.07
H (4.183, -4.466, 5.692)  0.11
H (4.018, -3.558, 4.234)  0.10
H (3.792, -6.265, 3.903)  0.10
H (5.422, -6.349, 4.459)  0.12
H (4.322, -5.219, 2.169)  0.02
H (6.279, -3.438, 4.041)  0.07
C (2.589, 4.017, -0.553)  -0.26
C (1.789, 4.400, 0.706)  -0.18
O (1.060, 5.602, 0.435)  -0.08
O (3.531, 4.936, -0.980)  -0.03
H (1.854, 3.778, -1.321)  0.11
H (3.027, 3.046, -0.323)  0.10
H (2.513, 4.661, 1.478)  0.11
H (1.113, 3.642, 1.102)  0.11
H (0.231, 5.609, 0.920)  0.07
H (3.125, 5.744, -1.301)  0.05
C (-2.609, 0.622, -3.458)  -0.20
C (-1.582, -0.556, -3.082)  -0.21
O (-0.253, -0.227, -3.305)  -0.07
O (-2.329, 1.178, -4.717)  -0.06
H (-2.541, 1.335, -2.637)  0.11
H (-3.629, 0.254, -3.346)  0.10
H (-1.832, -1.408, -3.714)  0.10
H (-1.751, -0.940, -2.077)  0.10
H (-0.064, -0.160, -4.244)  0.04
H (-1.841, 1.993, -4.582)  0.05
C (2.703, -8.494, 1.477)  -0.23
C (1.558, -7.603, 2.034)  -0.25
O (0.277, -7.811, 1.527)  -0.05
O (2.434, -9.824, 1.874)  -0.07
H (3.740, -8.265, 1.724)  0.11
H (2.698, -8.464, 0.387)  0.12
H (1.748, -6.558, 1.791)  0.10
H (1.541, -7.694, 3.120)  0.12
H (-0.149, -8.624, 1.808)  0.09
H (2.575, -9.929, 2.817)  0.09
C (-4.702, -4.785, -0.841)  -0.25
C (-3.438, -4.389, -1.591)  -0.20
O (-3.763, -3.995, -2.920)  -0.07
O (-5.495, -3.789, -0.283)  -0.07
H (-4.489, -5.434, 0.009)  0.12
H (-5.388, -5.256, -1.546)  0.13
H (-2.734, -5.221, -1.574)  0.13
H (-3.028, -3.516, -1.084)  0.11
H (-4.442, -3.321, -2.995)  0.10
H (-6.359, -4.172, -0.117)  0.10
C (0.065, -1.243, 0.801)  -0.21
C (0.095, 0.176, 0.201)  -0.13
O (1.116, 0.198, -0.838)  -0.10
O (-0.365, -2.311, -0.068)  -0.08
H (-0.557, -1.332, 1.691)  0.09
H (0.997, -1.576, 1.258)  0.10
H (0.412, 1.021, 0.813)  0.12
H (-0.828, 0.456, -0.307)  0.10
H (0.740, -0.044, -1.687)  0.04
H (0.451, -2.556, -0.510)  0.02
C (1.153, 7.324, -2.775)  -0.23
C (-0.207, 6.742, -2.322)  -0.20
O (-0.109, 5.336, -2.162)  -0.09
O (1.965, 7.184, -1.687)  -0.07
H (1.070, 8.393, -2.972)  0.12
H (1.572, 6.926, -3.700)  0.12
H (-0.934, 6.959, -3.105)  0.10
H (-0.628, 7.098, -1.381)  0.13
H (-0.527, 5.148, -1.318)  0.04
H (1.431, 6.742, -1.023)  0.04
C (-2.608, -4.004, 2.559)  -0.21
C (-3.713, -3.891, 3.562)  -0.27
O (-3.359, -4.217, 4.878)  -0.05
O (-2.256, -5.417, 2.545)  -0.06
H (-1.781, -3.317, 2.736)  0.11
H (-2.967, -3.750, 1.561)  0.10
H (-4.504, -4.567, 3.239)  0.12
H (-4.086, -2.867, 3.593)  0.11
H (-2.765, -4.965, 4.780)  0.08
H (-1.689, -5.631, 1.800)  0.07
C (0.612, -2.440, 4.895)  -0.18
C (1.634, -2.049, 6.005)  -0.21
O (2.734, -1.202, 5.622)  -0.07
O (0.346, -1.276, 4.066)  -0.09
H (-0.336, -2.741, 5.341)  0.11
H (1.028, -3.331, 4.424)  0.11
H (2.050, -2.985, 6.378)  0.11
H (1.074, -1.440, 6.716)  0.11
H (2.432, -0.578, 4.958)  0.03
H (-0.222, -0.760, 4.643)  0.03
C (-0.297, -4.207, -3.818)  -0.26
C (0.973, -3.835, -4.599)  -0.23
O (1.304, -4.787, -5.602)  -0.05
O (-1.440, -4.351, -4.583)  -0.06
H (-0.413, -3.364, -3.137)  0.11
H (-0.138, -5.181, -3.355)  0.12
H (1.746, -3.640, -3.857)  0.09
H (0.941, -2.877, -5.119)  0.10
H (0.709, -4.569, -6.323)  0.08
H (-2.188, -4.511, -4.003)  0.04
C (-4.084, 5.753, -0.430)  -0.23
C (-3.165, 4.569, -0.528)  -0.18
O (-1.797, 4.753, -0.019)  -0.08
O (-4.057, 6.193, 0.916)  -0.07
H (-5.107, 5.547, -0.742)  0.12
H (-3.732, 6.618, -0.993)  0.12
H (-3.052, 4.341, -1.587)  0.12
H (-3.582, 3.687, -0.041)  0.10
H (-1.877, 4.836, 0.934)  0.04
H (-4.700, 6.895, 1.038)  0.09

Results
**LUMO energy**: 0.000 hartree
**Kohn-Sham gap**: 0.3428 Eh
**Relative energy (zero: lowest compared OMol25 entry of this formula, charge and spin)**: 4.1238 eV
**Multiplicity**: 1
**E_HOMO**: -0.34302 Eh
**Molecular weight**: 1365.50 g mol⁻¹
**Strongest force on any atom**: 4.464 eV/Å

---

Entry 2:
The following is a quantum chemistry calculation of C44H28BCoF4N4 as an isolated structure, from the OMol25 dataset.

Each line ends with the Löwdin charge.
Element x y z (Å)
Co (-0.093, 0.317, -0.194)  0.92
C (3.883, 3.972, 4.521)  -0.08
C (3.767, 2.619, 4.240)  -0.06
C (2.689, 2.152, 3.504)  -0.01
C (1.744, 3.046, 2.996)  -0.17
C (1.864, 4.402, 3.288)  -0.04
C (2.917, 4.859, 4.063)  -0.08
C (0.750, 2.487, 2.055)  -0.03
C (0.654, 2.948, 0.747)  -0.21
C (1.102, 4.160, 0.174)  0.03
C (0.682, 4.177, -1.140)  0.02
C (0.019, 2.962, -1.364)  -0.22
C (-0.519, 2.403, -2.607)  0.00
C (-1.955, 2.529, -2.929)  -0.17
C (-2.912, 2.441, -1.913)  -0.02
C (-4.265, 2.452, -2.218)  -0.08
C (-4.682, 2.586, -3.536)  -0.09
C (-3.738, 2.694, -4.548)  -0.08
C (-2.385, 2.653, -4.249)  -0.03
C (0.169, 1.160, -2.996)  -0.20
N (0.245, 0.189, -2.071)  0.06
C (0.915, -0.877, -2.647)  -0.22
C (1.027, -2.118, -2.042)  -0.04
C (1.931, -3.131, -2.647)  -0.20
C (3.224, -3.237, -2.140)  0.00
C (4.126, -4.110, -2.730)  -0.06
C (3.744, -4.880, -3.821)  -0.09
C (2.454, -4.777, -4.324)  -0.08
C (1.549, -3.901, -3.741)  -0.04
C (0.278, -2.447, -0.906)  -0.20
C (-0.077, -3.753, -0.482)  0.03
C (-1.023, -3.617, 0.500)  0.02
C (-1.175, -2.224, 0.746)  -0.21
N (-0.404, -1.531, -0.140)  0.04
C (-1.770, -1.657, 1.887)  -0.05
C (-1.308, -0.418, 2.372)  -0.20
C (-1.331, 0.051, 3.715)  0.01
C (-0.481, 1.126, 3.781)  0.02
C (-0.014, 1.376, 2.468)  -0.22
N (-0.540, 0.431, 1.626)  0.04
C (-2.809, -2.415, 2.627)  -0.20
C (-4.075, -2.539, 2.056)  -0.02
C (-5.099, -3.173, 2.744)  -0.08
C (-4.865, -3.705, 4.005)  -0.09
C (-3.602, -3.608, 4.570)  -0.08
C (-2.580, -2.965, 3.886)  -0.04
C (1.288, -0.511, -3.963)  0.03
C (0.794, 0.754, -4.189)  0.01
N (0.002, 2.217, -0.240)  0.04
H (4.726, 4.338, 5.094)  0.10
H (4.524, 1.922, 4.574)  0.11
H (2.607, 1.099, 3.266)  0.13
H (1.115, 5.099, 2.930)  0.12
H (2.987, 5.910, 4.311)  0.10
H (1.662, 4.926, 0.684)  0.11
H (0.835, 4.952, -1.873)  0.11
H (-2.592, 2.335, -0.883)  0.11
H (-4.995, 2.353, -1.424)  0.10
H (-5.738, 2.604, -3.773)  0.10
H (-4.060, 2.809, -5.575)  0.10
H (-1.652, 2.735, -5.043)  0.11
H (3.527, -2.609, -1.310)  0.13
H (5.133, -4.179, -2.340)  0.11
H (4.452, -5.555, -4.284)  0.10
H (2.153, -5.375, -5.174)  0.10
H (0.544, -3.807, -4.134)  0.12
H (0.316, -4.665, -0.902)  0.12
H (-1.529, -4.398, 1.048)  0.12
H (-1.883, -0.402, 4.522)  0.11
H (-0.231, 1.715, 4.650)  0.12
H (-4.254, -2.124, 1.071)  0.12
H (-6.080, -3.253, 2.294)  0.10
H (-5.664, -4.199, 4.542)  0.10
H (-3.409, -4.039, 5.543)  0.10
H (-1.589, -2.904, 4.322)  0.12
H (1.838, -1.138, -4.648)  0.12
H (0.868, 1.344, -5.089)  0.11
F (1.963, 0.148, 0.190)  0.02
B (3.315, 0.611, -0.260)  -1.20
F (3.340, 0.466, -1.640)  0.14
F (4.217, -0.223, 0.379)  0.14
F (3.429, 1.934, 0.134)  0.15

Results
**LUMO energy (alpha / beta)**: -0.050 / -0.083 hartree
**Kohn-Sham gap (alpha / beta)**: 0.1962 / 0.1971 Eh
**Multiplicity**: 5
**E_HOMO (alpha / beta)**: -0.24646 / -0.28035 Eh
**Molecular weight**: 758.47 g mol⁻¹
**Strongest force on any atom**: 0.505 eV/Å

---

Number 1: total energy -5065.7570 Eh. Number 2: total energy -3719.8195 Eh.